Computed, not measured: C35H33ClN4OsS2Si2 as an isolated structure, with ωB97M-V with the def2-TZVPD basis set.

XYZ file:
```
78
Properties=species:S:1:pos:R:3:mulliken_spin:R:1
C -1.436 -0.594 4.366 0.0508
C -2.217 0.074 3.400 0.1632
C -2.331 -0.768 2.268 -0.0181
H -2.708 1.036 3.517 0.0080
C -1.622 -1.961 2.544 0.1579
C -1.080 -1.853 3.843 0.0286
H -0.568 -2.646 4.378 0.0175
H -1.224 -0.244 5.368 -0.0095
H -2.931 -0.571 1.383 0.0040
H -1.574 -2.834 1.896 0.0326
Os -0.430 -0.396 2.631 1.3218
Si 0.487 0.092 0.156 -0.1178
C -0.421 1.709 -0.113 0.0735
C 0.332 2.866 -0.382 0.0092
H 1.424 2.818 -0.304 0.0047
C -0.281 4.032 -0.828 -0.0085
H 0.335 4.874 -1.150 0.0000
C -1.673 4.115 -0.888 0.0231
H -2.156 5.033 -1.231 0.0012
C -2.446 3.017 -0.505 -0.0052
H -3.536 3.075 -0.526 0.0001
C -1.831 1.823 -0.119 0.0690
H -2.452 0.969 0.162 0.0045
C -0.248 -1.551 -0.359 -0.0833
C -1.461 -1.647 -1.063 0.0650
H -2.022 -0.747 -1.341 0.0045
C -1.947 -2.895 -1.448 -0.0209
H -2.870 -2.947 -2.027 0.0016
C -1.278 -4.066 -1.089 0.0614
H -1.674 -5.041 -1.384 -0.0020
C -0.091 -3.984 -0.360 -0.0106
H 0.463 -4.885 -0.090 0.0000
C 0.434 -2.740 -0.014 0.1459
H 1.401 -2.681 0.499 0.0474
H 0.886 0.090 1.647 0.1929
Si 1.630 0.104 -2.434 0.3530
C 1.192 -1.452 -3.372 0.0472
C 0.478 -1.375 -4.587 0.0290
H 0.176 -0.399 -4.976 0.0013
C 0.159 -2.531 -5.302 -0.0016
H -0.405 -2.441 -6.230 0.0009
C 0.546 -3.782 -4.820 0.0095
H 0.270 -4.687 -5.360 0.0003
C 1.290 -3.866 -3.639 -0.0078
H 1.567 -4.838 -3.231 0.0004
C 1.671 -2.709 -2.959 0.0265
H 2.323 -2.781 -2.085 0.0062
C 0.719 1.479 -3.327 0.0344
C -0.682 1.498 -3.351 0.0517
H -1.250 0.769 -2.765 -0.0311
C -1.353 2.471 -4.087 -0.0086
H -2.441 2.525 -4.015 0.0009
C -0.643 3.360 -4.896 0.0160
H -1.179 4.088 -5.504 0.0008
C 0.757 3.312 -4.922 -0.0033
H 1.320 3.989 -5.566 0.0009
C 1.441 2.407 -4.108 0.0531
H 2.533 2.387 -4.082 0.0017
H 3.033 0.381 -2.818 0.0036
Cl 2.619 0.047 -0.230 0.1232
N -1.441 3.108 3.108 0.0823
C -0.323 2.752 3.777 0.0271
N 0.313 1.596 3.694 0.0059
C 1.388 1.537 4.564 0.0479
C 1.577 2.695 5.309 0.2484
S 0.401 3.877 4.939 0.0849
C 2.098 0.289 4.609 0.1125
C 3.177 -0.098 5.394 0.2678
S 3.571 -1.747 5.172 0.0891
C 2.242 -1.863 3.994 0.0070
N 1.594 -0.725 3.806 0.0183
N 1.960 -3.056 3.442 0.0870
H -1.828 4.017 3.322 -0.0042
H -1.630 2.715 2.180 -0.0032
H 2.349 2.806 6.057 0.0029
H 3.666 0.562 6.097 0.0026
H 2.584 -3.828 3.662 -0.0066
H 1.273 -3.164 2.703 0.0092
```

Its HOMO energy (spin up / spin down) is -0.3917 / -0.4679 Eh. The net charge is +2. The value obtained for the max |F| is 10.7 eV/A. The value obtained for the frontier orbital gap (spin up / spin down) is 4.013 / 3.215 eV. The multiplicity is 5. The calculation puts the relative energy (zero: lowest compared OMol25 entry of this formula, charge and spin) at 65.0 kcal per mole. As for the expectation value of S²: 6.053.